Record 1
Computed, not measured: the ion C8H11N2 with charge +1 at a distorted geometry, with the ωB97M-V functional and the def2-TZVPD basis.

Positions of all 21 atoms, in Å:
1 C 2.73 0.03 -0.08
2 C 1.99 -1.04 0.23
3 C 0.66 -0.62 0.41
4 N 0.70 0.69 0.47
5 C 1.90 1.25 -0.02
6 N -0.81 1.17 0.48
7 C -1.31 0.74 -0.86
8 C -1.45 -0.79 -0.72
9 C -0.76 -1.03 0.61
10 C -1.24 0.20 1.38
11 H 3.81 -0.19 -0.16
12 H 2.28 -2.09 0.39
13 H 2.26 2.08 0.78
14 H 1.88 1.55 -1.09
15 H -0.55 0.94 -1.67
16 H -2.21 1.30 -0.99
17 H -2.49 -1.06 -0.60
18 H -1.14 -1.51 -1.53
19 H -0.93 -2.03 1.27
20 H -2.37 0.15 1.53
21 H -0.87 0.46 2.35

Its structure (SMILES) is C1=CC2=[N+](C1)N1CC[C@@H]2C1. The multiplicity is 1. The relative energy (zero: lowest compared OMol25 entry of this formula, charge and spin) comes out at 3.093 eV. The calculation puts the LUMO energy at -4.69 eV. Its net charge is +1. The HOMO-LUMO gap comes out at 9.71 eV.

---

Record 2
Computed, not measured: a structure of composition C22H15CoN7O7S at a distorted geometry, with the ωB97M-V functional and the def2-TZVPD basis.

Positions of all 53 atoms, in Å:
1 Co -0.85 -0.35 0.48
2 N 0.10 3.36 1.30
3 C 0.79 3.24 2.54
4 C 1.90 4.03 2.79
5 C 2.61 3.85 3.97
6 C 2.24 2.86 4.86
7 C 1.14 2.05 4.60
8 C 0.40 2.26 3.44
9 S -1.10 1.37 3.15
10 N -1.03 1.31 1.44
11 C -0.50 2.28 0.76
12 C -0.57 2.06 -0.71
13 C -0.42 3.00 -1.70
14 C -0.56 2.59 -3.02
15 C -0.83 1.26 -3.30
16 C -0.97 0.37 -2.25
17 N -0.85 0.78 -1.00
18 H 0.52 4.01 0.65
19 H 2.21 4.77 2.07
20 H 3.47 4.47 4.17
21 H 2.80 2.71 5.77
22 H 0.85 1.27 5.29
23 H -0.21 4.03 -1.46
24 H -0.44 3.31 -3.82
25 H -0.94 0.92 -4.32
26 H -1.17 -0.69 -2.40
27 O 2.80 0.31 -0.40
28 C 1.82 -0.38 -0.22
29 O 0.93 -0.08 0.71
30 C 1.64 -1.68 -0.95
31 C 2.74 -2.17 -1.63
32 C 2.68 -3.40 -2.25
33 C 1.54 -4.16 -2.21
34 C 0.42 -3.66 -1.57
35 C 0.43 -2.41 -0.92
36 O -0.65 -1.97 -0.32
37 N -0.78 -4.52 -1.62
38 O -0.61 -5.69 -1.86
39 O -1.87 -4.00 -1.49
40 N 3.87 -3.92 -2.96
41 O 4.83 -3.18 -3.03
42 O 3.74 -4.97 -3.53
43 H 3.65 -1.58 -1.65
44 H 1.51 -5.13 -2.69
45 N -4.67 -1.73 0.43
46 C -4.97 -0.45 0.82
47 C -3.78 0.21 0.89
48 N -2.77 -0.67 0.54
49 C -3.34 -1.83 0.26
50 H -5.32 -2.48 0.28
51 H -5.97 -0.12 1.02
52 H -3.59 1.23 1.16
53 H -2.82 -2.71 -0.08

The multiplicity is 1. The relative energy (zero: lowest compared OMol25 entry of this formula, charge and spin) comes out at 0.000 eV. The calculation puts the LUMO energy at -4.40 eV. Its net charge is +1. The HOMO-LUMO gap comes out at 7.05 eV.

---

Record 3
Computed, not measured: an isolated molecule of C3H6N2O3 at a distorted geometry, with the ωB97M-V functional and the def2-TZVPD basis.

Positions of all 14 atoms, in Å:
1 C -2.06 0.29 -0.65
2 O -1.71 0.68 0.66
3 C -0.44 1.01 1.06
4 O -0.18 1.52 2.11
5 C 0.56 0.37 0.07
6 O 0.76 0.81 -1.04
7 N 1.33 -0.59 0.63
8 N 2.36 -1.20 -0.09
9 H -3.16 0.29 -0.67
10 H -1.66 0.98 -1.40
11 H -1.72 -0.75 -0.86
12 H 1.20 -0.89 1.59
13 H 2.75 -0.53 -0.74
14 H 1.98 -1.98 -0.66

Its structure (SMILES) is COC(=O)C(=O)NN. The multiplicity is 1. The relative energy (zero: lowest compared OMol25 entry of this formula, charge and spin) comes out at 2.353 eV. The calculation puts the LUMO energy at 0.70 eV. The HOMO-LUMO gap comes out at 10.64 eV.

---

Record 4
Computed, not measured: a cluster of 2 separate species, C5H12N2O2 in total at a distorted geometry, with the ωB97M-V functional and the def2-TZVPD basis.

Positions of all 21 atoms, in Å:
1 C -1.49 1.77 1.20
2 C -1.26 0.35 0.74
3 C -1.51 -0.07 -0.51
4 C -1.22 -1.45 -0.99
5 O -1.84 0.78 -1.53
6 H -1.19 1.87 2.24
7 H -0.89 2.47 0.61
8 H -2.55 2.05 1.12
9 H -1.09 -0.39 1.51
10 H -0.91 -2.10 -0.18
11 H -0.38 -1.37 -1.70
12 H -2.10 -1.88 -1.45
13 H -1.86 1.68 -1.19
14 C 2.68 -0.82 -0.72
15 N 1.73 0.28 -0.60
16 N 1.33 0.71 0.45
17 O 1.67 0.14 1.69
18 H 3.61 -0.62 -0.18
19 H 2.91 -0.92 -1.78
20 H 2.24 -1.74 -0.34
21 H 2.11 -0.73 1.60

Its structure (SMILES) is C/C=C(/C)O.C/N=N\O. The multiplicity is 1. The relative energy (zero: lowest compared OMol25 entry of this formula, charge and spin) comes out at 4.530 eV. The calculation puts the LUMO energy at 0.60 eV. The HOMO-LUMO gap comes out at 8.58 eV.

---

Record 5
Computed, not measured: a cluster of 11 separate species, C51H52N8O19 in total at a distorted geometry, with the ωB97M-V functional and the def2-TZVPD basis.

Positions of all 130 atoms, in Å:
1 O -0.18 7.05 -4.15
2 N -0.02 7.56 -3.05
3 O -0.33 8.69 -2.71
4 C 0.76 6.79 -2.03
5 C 0.77 5.44 -1.98
6 C 1.46 4.69 -1.06
7 C 2.28 5.45 -0.24
8 C 2.25 6.84 -0.23
9 C 1.45 7.56 -1.08
10 H 0.25 4.87 -2.83
11 H 1.39 3.57 -1.10
12 H 2.88 4.92 0.50
13 H 2.94 7.36 0.43
14 H 1.54 8.65 -1.19
15 O -4.82 3.67 -1.18
16 N -3.82 4.35 -1.16
17 O -2.97 4.41 -2.02
18 C -3.53 5.14 0.13
19 C -2.25 5.59 0.32
20 C -2.03 6.38 1.42
21 C -3.01 6.56 2.38
22 C -4.27 5.94 2.26
23 C -4.50 5.10 1.16
24 H -1.37 5.33 -0.35
25 H -1.08 6.80 1.70
26 H -2.86 7.19 3.23
27 H -5.03 6.13 3.03
28 H -5.37 4.53 1.00
29 O 3.42 -5.84 3.22
30 N 4.26 -5.27 3.90
31 O 4.70 -5.70 4.94
32 C 4.75 -3.93 3.50
33 C 4.16 -3.25 2.46
34 C 4.50 -1.93 2.21
35 C 5.42 -1.33 3.07
36 C 5.94 -2.02 4.18
37 C 5.61 -3.38 4.35
38 H 3.47 -3.76 1.79
39 H 4.13 -1.41 1.26
40 H 5.65 -0.29 2.86
41 H 6.62 -1.50 4.89
42 H 6.06 -4.01 5.10
43 O -1.73 0.87 -3.49
44 N -0.74 1.06 -4.12
45 O 0.27 0.29 -4.19
46 C -0.70 2.22 -4.94
47 C -1.55 3.20 -4.53
48 C -1.52 4.40 -5.21
49 C -0.60 4.68 -6.23
50 C 0.29 3.61 -6.63
51 C 0.25 2.42 -5.93
52 H -2.20 2.98 -3.74
53 H -2.12 5.19 -4.82
54 H -0.56 5.65 -6.80
55 H 1.01 3.85 -7.44
56 H 1.03 1.66 -6.15
57 O -3.13 -4.80 0.18
58 N -3.39 -3.99 -0.71
59 O -3.31 -4.26 -1.89
60 C -3.84 -2.64 -0.34
61 C -4.53 -2.52 0.83
62 C -5.13 -1.30 1.03
63 C -4.91 -0.17 0.21
64 C -4.23 -0.29 -1.00
65 C -3.69 -1.56 -1.26
66 H -4.62 -3.36 1.52
67 H -5.44 -1.05 2.06
68 H -5.19 0.78 0.58
69 H -3.98 0.48 -1.65
70 H -3.34 -1.85 -2.26
71 O 3.36 -5.91 -0.36
72 N 2.53 -6.80 -0.16
73 O 1.62 -6.62 0.63
74 C 2.53 -8.04 -0.88
75 C 3.26 -8.07 -2.06
76 C 3.34 -9.22 -2.82
77 C 2.50 -10.28 -2.47
78 C 1.67 -10.19 -1.38
79 C 1.69 -9.05 -0.58
80 H 3.89 -7.24 -2.28
81 H 4.03 -9.30 -3.59
82 H 2.46 -11.24 -2.96
83 H 0.97 -11.01 -1.05
84 H 0.98 -8.87 0.19
85 O -0.79 2.70 -1.38
86 N -1.31 1.86 -0.69
87 O -2.40 1.87 -0.20
88 C -0.54 0.52 -0.39
89 C -1.05 -0.50 0.40
90 C -0.32 -1.70 0.58
91 C 1.00 -1.84 0.03
92 C 1.49 -0.77 -0.66
93 C 0.73 0.40 -0.97
94 H -1.99 -0.31 0.85
95 H -0.77 -2.55 1.09
96 H 1.63 -2.81 0.06
97 H 2.39 -0.89 -1.21
98 H 1.17 1.18 -1.62
99 O 0.80 3.89 2.56
100 N 0.77 2.65 2.55
101 O 1.58 1.98 1.96
102 C -0.40 2.01 3.03
103 C -1.63 2.68 3.11
104 C -2.74 2.09 3.64
105 C -2.67 0.78 4.02
106 C -1.48 0.00 3.77
107 C -0.27 0.64 3.33
108 H -1.79 3.68 2.67
109 H -3.70 2.68 3.57
110 H -3.55 0.24 4.44
111 H -1.48 -1.10 3.78
112 H 0.65 0.10 3.06
113 C 0.88 -3.52 3.13
114 O 0.64 -4.48 2.13
115 H 0.04 -2.82 3.10
116 H 0.95 -3.92 4.17
117 H 1.83 -2.92 3.02
118 H 1.40 -5.03 2.07
119 C 3.46 2.55 -3.79
120 O 2.71 1.66 -2.98
121 H 2.80 3.25 -4.21
122 H 4.33 3.00 -3.26
123 H 3.97 2.02 -4.63
124 H 2.11 1.32 -3.64
125 C -2.73 -4.60 3.81
126 O -2.10 -4.03 2.68
127 H -2.14 -4.39 4.72
128 H -3.66 -3.99 3.97
129 H -2.94 -5.64 3.68
130 H -1.29 -4.59 2.43

Its structure (SMILES) is O=[N+]([O-])c1ccccc1.O=[N+]([O-])c1ccccc1.O=[N+]([O-])c1ccccc1.O=[N+]([O-])c1ccccc1.O=[N+]([O-])c1ccccc1.O=[N+]([O-])c1ccccc1.O=[N+]([O-])c1ccccc1.O=[N+]([O-])c1ccccc1.CO.CO.CO. The multiplicity is 1. The relative energy (zero: lowest compared OMol25 entry of this formula, charge and spin) comes out at 1.280 eV. The calculation puts the LUMO energy at -0.71 eV. The HOMO-LUMO gap comes out at 8.35 eV.

---

Record 6
Computed, not measured: an isolated molecule of C3H8N4S, with the ωB97M-V functional and the def2-TZVPD basis.

Positions of all 16 atoms, in Å:
1 C -2.20 -0.68 -0.32
2 N -0.90 -0.13 0.04
3 N -0.40 -0.61 1.26
4 C -0.24 0.75 -0.76
5 N 0.89 1.33 -0.60
6 C 1.77 1.17 0.44
7 N 2.67 0.29 0.63
8 S 2.76 -1.06 -0.43
9 H -2.94 -0.44 0.46
10 H -2.53 -0.27 -1.29
11 H -2.12 -1.80 -0.40
12 H 0.49 -1.09 1.08
13 H -0.24 0.19 1.88
14 H -0.80 0.97 -1.68
15 H 1.80 1.97 1.16
16 H 2.00 -0.59 -1.48

Its structure (SMILES) is CN(N)/C=N\C=N/S. The multiplicity is 1. The relative energy (zero: lowest compared OMol25 entry of this formula, charge and spin) comes out at 1.825 eV. The calculation puts the LUMO energy at 0.66 eV. The HOMO-LUMO gap comes out at 9.11 eV.

---

Record 7
Computed, not measured: a cluster of 2 separate species, C3H9N3 in total at a distorted geometry, with the ωB97M-V functional and the def2-TZVPD basis.

Positions of all 15 atoms, in Å:
1 H -3.12 4.50 -2.69
2 N -2.49 4.05 -3.35
3 C -2.99 2.91 -3.58
4 N -2.62 2.15 -4.71
5 H -3.61 2.32 -2.89
6 H -1.97 2.66 -5.30
7 H -2.01 1.43 -4.31
8 C 3.06 -2.55 4.90
9 N 2.20 -2.65 3.97
10 C 2.59 -3.61 2.89
11 H 3.31 -1.60 5.38
12 H 3.91 -3.24 4.98
13 H 1.94 -3.32 2.06
14 H 3.54 -3.29 2.46
15 H 2.36 -4.60 3.25

Its structure (SMILES) is [H]/N=C/N.C=NC. The multiplicity is 1. The relative energy (zero: lowest compared OMol25 entry of this formula, charge and spin) comes out at 2.757 eV. The calculation puts the LUMO energy at 1.08 eV. The HOMO-LUMO gap comes out at 10.57 eV.

---

Record 8
Computed, not measured: a cluster of 19 separate species, C4H43O22P in total at a distorted geometry, with the ωB97M-V functional and the def2-TZVPD basis.

Positions of all 70 atoms, in Å:
1 C 0.06 -4.45 -1.54
2 C -0.29 -3.24 -1.01
3 C 0.60 -2.42 -0.08
4 O 0.63 -3.04 1.24
5 C 1.47 -4.08 1.42
6 O 2.11 -4.20 2.42
7 P 2.32 -1.89 -0.60
8 O 1.89 -1.08 -1.98
9 O 3.03 -3.25 -1.14
10 H 0.95 -4.52 -2.17
11 H -0.61 -5.31 -1.43
12 H -1.28 -2.83 -1.24
13 H 0.09 -1.46 0.09
14 H 1.47 -4.82 0.60
15 H 1.71 -1.69 -2.71
16 H 2.49 -3.83 -1.70
17 O -0.66 0.62 -1.95
18 H -0.56 1.35 -2.57
19 H 0.23 0.24 -1.92
20 O -2.35 -0.67 0.50
21 H -1.98 -0.29 -0.31
22 H -3.05 -0.05 0.76
23 O -0.89 3.08 -0.34
24 H -0.12 3.45 0.11
25 H -0.62 2.18 -0.59
26 O -2.97 -2.99 2.26
27 H -2.90 -2.23 1.66
28 H -2.08 -3.37 2.23
29 O 0.87 5.71 0.48
30 H 0.00 6.00 0.19
31 H 1.11 6.34 1.17
32 O 0.15 -1.09 3.90
33 H 0.24 -1.77 3.22
34 H 0.68 -1.42 4.63
35 O -1.24 7.87 -0.37
36 H -0.86 8.26 -1.17
37 H -1.96 8.47 -0.13
38 O -0.04 9.09 -2.79
39 H 0.01 9.85 -3.38
40 H 0.84 8.70 -2.80
41 O 4.13 -5.11 4.83
42 H 3.65 -4.49 4.28
43 H 3.67 -5.94 4.71
44 O -0.95 -4.06 4.28
45 H -0.49 -3.87 3.45
46 H -1.62 -3.37 4.35
47 O 0.90 -5.20 -4.35
48 H 0.29 -4.54 -4.69
49 H 1.18 -5.70 -5.12
50 O 1.92 4.55 -2.09
51 H 1.91 4.74 -1.14
52 H 2.58 5.15 -2.45
53 O 1.69 1.76 -2.90
54 H 2.43 1.79 -2.29
55 H 1.98 2.28 -3.65
56 O -2.55 1.64 2.05
57 H -2.20 1.28 2.87
58 H -1.81 2.13 1.65
59 O -2.53 8.12 2.25
60 H -1.99 7.59 1.66
61 H -2.77 7.52 2.97
62 O -2.82 -4.81 -0.75
63 H -3.64 -4.67 -1.24
64 H -3.10 -5.02 0.14
65 O -3.76 -2.48 -2.03
66 H -4.45 -2.04 -2.54
67 H -3.53 -1.86 -1.32
68 O 4.38 0.10 1.15
69 H 3.77 -0.52 1.57
70 H 5.26 -0.20 1.39

The multiplicity is 1. The calculation puts the LUMO energy at -0.02 eV. The HOMO-LUMO gap comes out at 8.57 eV.

---

Record 9
Computed, not measured: the ion C2H3N2S2 with charge +1 at a distorted geometry, with the ωB97M-V functional and the def2-TZVPD basis.

Positions of all 9 atoms, in Å:
1 C 0.08 0.12 0.18
2 C 0.10 -1.08 -1.24
3 N 0.74 -1.05 -0.06
4 N 0.62 1.19 0.73
5 S -3.53 -0.98 -0.43
6 S -1.38 -0.06 -0.88
7 H 1.59 -1.36 0.18
8 H 1.51 1.18 1.16
9 H 0.27 2.06 0.35

The multiplicity is 1. The relative energy (zero: lowest compared OMol25 entry of this formula, charge and spin) comes out at 6.438 eV. The calculation puts the LUMO energy (spin up / spin down) at -6.83 / -6.72 eV. Its net charge is +1. The HOMO-LUMO gap (spin up / spin down) comes out at 6.74 / 6.79 eV.

---

Record 10
Computed, not measured: a cluster of 6 separate species, C30H38N6O5P in total at a distorted geometry, with the ωB97M-V functional and the def2-TZVPD basis.

Positions of all 80 atoms, in Å:
1 O -2.63 1.28 -0.71
2 P -1.55 0.54 -1.39
3 C -0.06 1.59 -1.58
4 C 0.12 2.37 -2.69
5 C 1.26 3.18 -2.79
6 C 1.47 4.02 -4.02
7 O 2.27 3.64 -4.82
8 O 0.73 5.11 -4.19
9 C 0.06 5.72 -3.07
10 C 1.04 6.39 -2.10
11 C 0.92 7.93 -2.07
12 C 2.27 8.61 -1.99
13 O 2.63 9.49 -2.71
14 O 3.04 8.10 -0.99
15 C 2.21 3.17 -1.77
16 C 1.99 2.37 -0.68
17 N 0.88 1.62 -0.60
18 H -1.88 0.20 -2.72
19 H -1.07 -0.60 -0.73
20 H -0.61 2.39 -3.49
21 H -0.59 6.46 -3.51
22 H -0.60 5.01 -2.57
23 H 2.05 6.10 -2.36
24 H 0.87 6.00 -1.09
25 H 0.38 8.21 -1.16
26 H 0.41 8.31 -2.95
27 H 3.96 8.05 -1.30
28 H 3.11 3.77 -1.84
29 H 2.69 2.35 0.14
30 H 0.73 1.07 0.23
31 N 3.42 0.56 2.11
32 C 3.20 0.09 3.38
33 C 4.27 0.41 4.15
34 C 5.19 1.12 3.32
35 C 4.65 1.20 2.07
36 H 2.80 0.45 1.34
37 H 2.29 -0.44 3.62
38 H 4.40 0.18 5.19
39 H 6.15 1.52 3.61
40 H 5.02 1.64 1.17
41 N 2.56 -2.47 1.20
42 C 2.28 -3.48 2.07
43 C 1.43 -4.35 1.44
44 C 1.19 -3.84 0.14
45 C 1.90 -2.68 0.02
46 H 3.17 -1.69 1.39
47 H 2.72 -3.51 3.06
48 H 1.03 -5.26 1.86
49 H 0.56 -4.28 -0.62
50 H 2.01 -1.99 -0.81
51 N 0.69 -7.59 4.06
52 C -0.08 -8.38 3.25
53 C 0.76 -9.23 2.58
54 C 2.09 -8.93 3.00
55 C 2.01 -7.91 3.91
56 H 0.33 -6.87 4.66
57 H -1.15 -8.28 3.23
58 H 0.46 -9.98 1.87
59 H 2.99 -9.41 2.67
60 H 2.77 -7.40 4.46
61 N -4.49 -2.68 -3.45
62 C -4.87 -2.72 -4.77
63 C -5.42 -1.51 -5.09
64 C -5.36 -0.70 -3.92
65 C -4.78 -1.45 -2.93
66 H -4.06 -3.44 -2.95
67 H -4.73 -3.61 -5.36
68 H -5.82 -1.23 -6.05
69 H -5.71 0.32 -3.82
70 H -4.56 -1.21 -1.90
71 N -5.55 -0.47 2.05
72 C -5.59 -0.99 3.31
73 C -4.44 -0.63 3.95
74 C -3.68 0.15 3.04
75 C -4.39 0.23 1.87
76 H -6.27 -0.58 1.36
77 H -6.43 -1.58 3.65
78 H -4.17 -0.89 4.96
79 H -2.71 0.60 3.22
80 H -4.17 0.73 0.94

The multiplicity is 1. The calculation puts the LUMO energy at -5.35 eV. Its net charge is +1. The HOMO-LUMO gap comes out at 4.34 eV.

---

Record 11
Computed, not measured: a structure of composition C3H7NO2S at a distorted geometry, with the ωB97M-V functional and the def2-TZVPD basis.

Positions of all 14 atoms, in Å:
1 C 0.29 0.96 -0.82
2 C -0.67 0.61 0.21
3 C -1.51 -0.61 0.05
4 N 0.82 -0.08 1.39
5 O 1.46 -1.43 -0.66
6 O 2.80 0.49 -0.14
7 S 1.55 -0.15 -0.10
8 H -0.10 0.90 -1.92
9 H 0.77 1.95 -0.70
10 H -1.19 1.36 0.83
11 H -1.85 -0.99 0.99
12 H -0.66 -1.24 -0.30
13 H -2.29 -0.72 -0.62
14 H 0.57 -1.04 1.79

The multiplicity is 1. The relative energy (zero: lowest compared OMol25 entry of this formula, charge and spin) comes out at 4.050 eV. The calculation puts the LUMO energy at 0.01 eV. The HOMO-LUMO gap comes out at 10.23 eV.

---

What did the eleventh record say?
Computed, not measured: a structure of composition C3H7NO2S at a distorted geometry, with the ωB97M-V functional and the def2-TZVPD basis.

Positions of all 14 atoms, in Å:
1 C 0.29 0.96 -0.82
2 C -0.67 0.61 0.21
3 C -1.51 -0.61 0.05
4 N 0.82 -0.08 1.39
5 O 1.46 -1.43 -0.66
6 O 2.80 0.49 -0.14
7 S 1.55 -0.15 -0.10
8 H -0.10 0.90 -1.92
9 H 0.77 1.95 -0.70
10 H -1.19 1.36 0.83
11 H -1.85 -0.99 0.99
12 H -0.66 -1.24 -0.30
13 H -2.29 -0.72 -0.62
14 H 0.57 -1.04 1.79

The multiplicity is 1. The relative energy (zero: lowest compared OMol25 entry of this formula, charge and spin) comes out at 4.050 eV. The calculation puts the LUMO energy at 0.01 eV. The HOMO-LUMO gap comes out at 10.23 eV.